Record 1
{"formula": "C4H6N2O", "method": "ωB97M-V/def2-TZVPD", "symbols": ["C", "N", "C", "O", "N", "C", "C", "H", "H", "H", "H", "H", "H"], "xyz": [[-0.89176, 1.11437, 0.09042], [-1.24740, -0.28646, -0.01493], [-0.38616, -1.30817, -0.29817], [-0.69198, -2.47668, -0.18214], [0.95217, -1.00114, -0.74494], [1.53236, 0.34998, -0.43318], [1.77778, -0.56632, 0.42007], [-1.63408, 1.64048, 0.68318], [-0.84343, 1.59127, -0.89841], [0.07767, 1.21488, 0.61332], [-2.16373, -0.59377, 0.27754], [1.56425, 1.32015, -0.89797], [1.95431, -0.99859, 1.38521]], "total_energy_ev": -9268.9825, "max_force_ev_per_a": 1.10, "lumo_energy_ev": 0.74, "gap_ev": 9.2905, "relative_energy_kj_mol": 436.1, "smiles": "CNC(=O)N1C=C1"}

=====

Record 2
{"formula": "C30H35BN12O3PbS", "method": "ωB97M-V/def2-TZVPD", "symbols": ["Pb", "C", "C", "N", "N", "C", "B", "N", "C", "C", "C", "N", "N", "C", "C", "C", "N", "N", "C", "C", "C", "N", "H", "H", "H", "H", "H", "H", "H", "H", "H", "H", "H", "H", "C", "C", "C", "C", "C", "C", "C", "S", "O", "O", "N", "C", "C", "C", "C", "C", "N", "H", "H", "H", "H", "H", "H", "H", "H", "H", "H", "H", "C", "N", "C", "C", "C", "N", "C", "C", "O", "H", "H", "H", "H", "H", "H", "H", "H", "H", "H", "H", "H"], "xyz": [[-1.19349, -0.90152, 0.39640], [-4.95122, -3.14370, -0.98689], [-4.09324, -2.66702, -0.00326], [-3.21148, -1.81324, -0.52261], [-3.49151, -1.71394, -1.85275], [-4.53023, -2.51961, -2.13993], [-2.63570, -0.73345, -2.69557], [-1.19848, -1.37164, -2.77662], [-0.51464, -1.79431, -3.85760], [0.58998, -2.50867, -3.43662], [0.50723, -2.49335, -2.04706], [-0.56851, -1.81326, -1.66351], [-2.67532, 0.65358, -1.95789], [-3.33345, 1.75768, -2.36085], [-3.22091, 2.72595, -1.38466], [-2.47265, 2.12368, -0.37641], [-2.15465, 0.87984, -0.73084], [-3.09005, -0.42839, -4.10775], [-4.25156, -0.58684, -4.79547], [-4.14080, 0.07421, -5.98829], [-2.85533, 0.63839, -5.96063], [-2.22457, 0.33065, -4.83901], [-5.76235, -3.84119, -0.87645], [-4.08170, -2.88969, 1.05236], [-4.89607, -2.63639, -3.14343], [-0.85451, -1.58767, -4.85700], [1.32525, -2.99615, -4.05302], [1.16235, -2.93894, -1.31385], [-3.85818, 1.79126, -3.30137], [-3.63335, 3.71947, -1.39702], [-2.15922, 2.51494, 0.57967], [-5.08793, -1.13793, -4.40698], [-4.86767, 0.12488, -6.77977], [-2.37059, 1.23423, -6.71825], [3.19806, 2.56460, 8.25452], [2.71119, 2.11472, 6.93182], [3.62484, 1.94913, 5.85684], [3.24602, 1.31964, 4.71678], [1.87765, 0.89717, 4.56464], [0.92511, 1.17630, 5.60984], [1.34227, 1.79697, 6.74268], [1.11378, 1.08965, 2.84247], [2.03682, 1.58983, 1.88437], [-0.27987, 1.37120, 2.78429], [1.59253, -0.23914, 3.57086], [0.85337, -1.40072, 4.00794], [1.33224, -2.07522, 5.11599], [0.63046, -3.19482, 5.52696], [-0.50917, -3.56659, 4.82645], [-0.86201, -2.82919, 3.71190], [-0.19170, -1.74851, 3.29197], [4.21272, 2.21476, 8.44120], [2.53459, 2.25194, 9.05782], [3.23793, 3.66202, 8.27333], [4.64886, 2.27682, 5.98235], [3.94972, 1.11359, 3.92073], [-0.10593, 0.86605, 5.48804], [0.63724, 2.01190, 7.53528], [2.22514, -1.74562, 5.63226], [0.97258, -3.77059, 6.37643], [-1.10536, -4.41333, 5.13433], [-1.72126, -3.11160, 3.11336], [-0.03858, 2.11530, -3.32829], [1.26111, 1.58810, -3.22029], [2.24021, 1.95754, -4.23358], [3.37932, 0.96453, -4.28356], [3.92697, 0.80086, -2.88467], [2.85392, 0.37131, -1.97232], [3.26488, -0.42166, -0.82055], [1.59933, 0.82092, -2.03104], [0.71968, 0.63717, -1.20975], [-0.01949, 3.02798, -3.92385], [-0.47665, 2.26801, -2.34390], [-0.73713, 1.39588, -3.88339], [2.61131, 2.95975, -3.97992], [1.71922, 2.03966, -5.18804], [4.15556, 1.32517, -4.95588], [3.02600, 0.00218, -4.65906], [4.35480, 1.73881, -2.51884], [4.71002, 0.04691, -2.85386], [3.84034, -1.27765, -1.16918], [2.38800, -0.75990, -0.27936], [3.88796, 0.17633, -0.15320]], "total_energy_ev": -72436.3022, "total_charge": 3, "spin_multiplicity": 2, "max_force_ev_per_a": 0.61, "lumo_energy_ev": [-9.84, -10.62], "gap_ev": [5.8702, 5.0774], "relative_energy_kj_mol": 6.4, "s2": 0.757}

=====

Record 3
{"formula": "C5H11NO", "method": "ωB97M-V/def2-TZVPD", "symbols": ["C", "C", "N", "C", "C", "O", "C", "H", "H", "H", "H", "H", "H", "H", "H", "H", "H", "H"], "xyz": [[1.28039, -0.85082, -2.34493], [1.81371, -0.92313, -1.02706], [0.05562, -0.13649, 0.64767], [-0.43416, -0.75021, 1.86543], [-0.53723, 0.92875, 0.12469], [-0.17959, 1.34797, -1.00528], [-1.68614, 1.67986, 0.83914], [1.15172, -1.78555, -2.91557], [1.68180, -0.05417, -2.97562], [0.36361, -0.36722, -1.76060], [2.44826, -0.11789, -0.68150], [1.69702, -1.80266, -0.41454], [0.39825, -0.93774, 2.55468], [-1.17067, -0.14077, 2.41775], [-0.92248, -1.71605, 1.66595], [-1.92583, 2.56516, 0.24438], [-1.44412, 2.00046, 1.86150], [-2.59014, 1.06050, 0.90391]], "total_energy_ev": -8897.2094, "max_force_ev_per_a": 1.12, "lumo_energy_ev": [-0.90, -0.90], "gap_ev": [7.0315, 7.0323], "relative_energy_kj_mol": 433.0}

=====

Record 4
{"formula": "C25H37MnN4O5", "method": "ωB97M-V/def2-TZVPD", "symbols": ["Mn", "C", "C", "C", "O", "H", "H", "H", "H", "H", "H", "H", "C", "C", "C", "O", "C", "C", "C", "O", "O", "O", "H", "H", "C", "C", "C", "C", "N", "H", "H", "H", "H", "H", "H", "H", "C", "C", "C", "C", "N", "H", "H", "H", "H", "H", "H", "H", "C", "C", "C", "C", "N", "H", "H", "H", "H", "H", "H", "H", "C", "C", "C", "C", "N", "H", "H", "H", "H", "H", "H", "H"], "xyz": [[4.81345, 10.93218, 20.40355], [8.42312, 11.22241, 20.70468], [7.74700, 10.68282, 19.41631], [8.73234, 9.80138, 18.54482], [6.56494, 9.90994, 19.68195], [7.76595, 11.79494, 21.35923], [9.18074, 11.94145, 20.39308], [8.92559, 10.43466, 21.26599], [7.47643, 11.55545, 18.82182], [8.14632, 9.61281, 17.64532], [8.97326, 8.91697, 19.13464], [9.65577, 10.34816, 18.35399], [4.52428, 12.91583, 16.09524], [4.68727, 14.30575, 15.91237], [5.04321, 15.22356, 17.01437], [5.15993, 16.51419, 16.87546], [5.07725, 14.77651, 18.29595], [4.79200, 13.38456, 18.64201], [4.71722, 12.37005, 17.39415], [4.73826, 11.13648, 17.66561], [4.91098, 12.83658, 19.78286], [4.43809, 14.77320, 14.73416], [4.23222, 12.27912, 15.27323], [5.40937, 15.50698, 19.01880], [9.70651, 8.25910, 23.85734], [8.70880, 7.37090, 24.72636], [8.64527, 7.67729, 26.24436], [9.87026, 7.15295, 26.88537], [10.89065, 6.79383, 27.38031], [9.82170, 7.86980, 22.84577], [10.69571, 8.20317, 24.31171], [9.45341, 9.31512, 23.76312], [9.06572, 6.34363, 24.65272], [7.76138, 7.57138, 24.22606], [7.70468, 7.23797, 26.57662], [8.65398, 8.73194, 26.51954], [10.93085, 7.74770, 12.65270], [9.90841, 8.10710, 13.61917], [10.01052, 7.17804, 14.87847], [8.77705, 7.32359, 15.69637], [7.76253, 7.40109, 16.28912], [11.04974, 6.66457, 12.62465], [11.88353, 8.08426, 13.06165], [10.75214, 8.10660, 11.63912], [9.00816, 7.87416, 13.05050], [9.87464, 9.13577, 13.97804], [10.93819, 7.46301, 15.37478], [9.99435, 6.13809, 14.55238], [9.22338, 14.33026, 17.93477], [8.60553, 13.50232, 16.82335], [9.11305, 13.91275, 15.42037], [8.45359, 15.21857, 15.04320], [7.90767, 16.22650, 14.78255], [8.96608, 13.77436, 18.83637], [8.88831, 15.34236, 18.16165], [10.30274, 14.39808, 17.79881], [7.51680, 13.55251, 16.80749], [8.69251, 12.43946, 17.04891], [8.91958, 13.14344, 14.67282], [10.18460, 14.11001, 15.45153], [12.01215, 12.39138, 19.11929], [12.96080, 11.20420, 19.62198], [14.01479, 11.66503, 20.64610], [14.71100, 10.51432, 21.27131], [15.20729, 9.60745, 21.76181], [11.32900, 12.03353, 18.34899], [12.57960, 13.26330, 18.79391], [11.50057, 12.69024, 20.03420], [13.61184, 10.89327, 18.80493], [12.30923, 10.36554, 19.86735], [13.46993, 12.31381, 21.33190], [14.82262, 12.28486, 20.25710]], "total_energy_ev": -74039.6117, "total_charge": -2, "spin_multiplicity": 7, "max_force_ev_per_a": 5.50, "lumo_energy_ev": [3.50, 3.50], "gap_ev": [3.6750, 4.7444], "relative_energy_kj_mol": 0.0, "s2": 12.005}

=====

Record 5
{"formula": "C16H15N3O3", "method": "ωB97M-V/def2-TZVPD", "symbols": ["C", "C", "O", "O", "C", "C", "O", "N", "C", "C", "C", "C", "N", "N", "C", "C", "C", "C", "C", "C", "C", "C", "H", "H", "H", "H", "H", "H", "H", "H", "H", "H", "H", "H", "H", "H", "H"], "xyz": [[0.24795, 5.80717, -4.22120], [0.94807, 4.96317, -3.09019], [1.73598, 4.00644, -3.10017], [0.66626, 5.62046, -1.97975], [1.15020, 4.87473, -1.02617], [0.56195, 3.58967, -0.80037], [-0.51358, 3.42778, -1.32940], [1.13093, 2.66468, -0.04266], [0.94677, 1.48669, 0.43561], [-0.18913, 0.85395, -0.13413], [-0.61120, -0.63154, 0.02275], [0.33533, -1.25311, 1.07968], [0.19375, -2.64566, 1.52023], [-0.82250, -3.16045, 0.88399], [-1.00271, -4.46132, 1.26366], [-0.98103, -4.61401, 2.78869], [-1.33456, -5.97546, 3.26157], [-2.02064, -6.81352, 2.37311], [-1.78172, -6.67684, 0.95244], [-1.66423, -5.47144, 0.50122], [1.59492, -0.67987, 1.33145], [1.65088, 0.76559, 1.06298], [0.85328, 5.67179, -5.25681], [-0.60063, 5.43114, -4.20433], [0.38125, 6.79920, -4.12757], [0.75681, 5.64274, -0.02537], [2.03313, 4.99582, -0.91581], [2.00493, 3.00030, 0.21871], [-1.05419, 1.32069, -0.66012], [-1.41573, -1.04111, -0.18550], [-0.39569, -4.06755, 3.41184], [-1.33037, -6.28521, 4.20619], [-2.34394, -7.79895, 2.63678], [-2.40609, -7.35763, 0.38425], [-1.88149, -5.17998, -0.72887], [2.11506, -1.15363, 1.98054], [2.53471, 1.09051, 1.28161]], "total_energy_ev": -27435.2373, "max_force_ev_per_a": 16.53, "lumo_energy_ev": -0.68, "gap_ev": 7.5080, "relative_energy_kj_mol": 1368.9, "smiles": "CC(=O)OCC(=O)Nc1ccc(/N=N/c2ccccc2)cc1"}

=====

Record 6
{"formula": "C16H36N2O5S3", "method": "ωB97M-V/def2-TZVPD", "symbols": ["C", "C", "N", "H", "H", "H", "C", "C", "N", "H", "H", "H", "C", "S", "O", "C", "H", "H", "H", "H", "H", "H", "C", "S", "O", "C", "H", "H", "H", "H", "H", "H", "C", "S", "O", "C", "H", "H", "H", "H", "H", "H", "C", "C", "O", "C", "H", "H", "H", "H", "H", "H", "C", "C", "O", "C", "H", "H", "H", "H", "H", "H"], "xyz": [[21.46979, -16.52998, 32.94836], [21.87144, -15.22790, 33.46699], [22.18960, -14.17272, 33.78997], [22.15129, -17.35575, 33.16397], [21.50749, -16.44137, 31.86127], [20.51500, -16.89528, 33.31786], [25.69021, -14.77117, 34.20367], [26.03514, -13.41782, 34.58545], [26.26710, -12.34124, 34.90279], [24.64731, -14.76342, 33.89074], [25.74819, -15.40421, 35.09300], [26.40725, -15.17610, 33.49423], [25.27275, -8.85976, 35.20966], [26.24014, -7.77675, 36.26230], [25.62765, -7.83214, 37.64388], [25.67608, -6.20696, 35.57206], [25.63386, -8.82988, 34.18039], [24.19698, -8.70089, 35.26086], [25.51419, -9.86517, 35.55704], [26.04691, -6.02122, 34.55762], [26.10548, -5.36461, 36.11117], [24.58906, -6.23934, 35.54643], [26.22387, -17.75931, 36.92206], [24.63795, -18.34322, 37.63073], [24.71049, -17.76779, 39.01663], [23.45602, -17.32738, 36.70163], [27.01558, -18.28431, 37.44325], [26.23293, -16.68981, 37.12917], [26.26418, -17.91412, 35.84401], [22.95965, -17.97655, 35.98195], [23.92866, -16.47585, 36.21926], [22.77795, -17.06326, 37.51163], [25.57620, -13.16199, 31.23416], [24.92817, -14.42771, 30.05622], [24.46315, -15.55203, 30.95347], [23.36224, -13.48947, 29.78875], [24.78108, -12.95336, 31.94908], [25.74388, -12.20454, 30.73592], [26.49531, -13.50969, 31.69372], [22.64561, -13.84747, 30.52837], [22.96266, -13.83403, 28.83385], [23.45516, -12.41070, 29.86576], [23.23557, -11.63426, 36.57025], [23.24166, -12.80164, 37.54393], [24.10620, -13.64363, 37.50801], [22.09397, -12.91198, 38.52615], [24.31304, -11.47955, 36.46383], [22.91088, -10.73707, 37.10132], [22.70856, -11.85148, 35.64800], [22.64012, -12.66063, 39.44479], [21.79142, -13.95414, 38.57250], [21.30552, -12.20434, 38.30439], [27.28509, -20.06374, 33.76006], [27.36306, -18.60246, 33.34359], [28.03604, -17.81433, 33.95310], [26.52776, -18.23534, 32.14377], [28.15897, -20.40328, 34.31452], [27.08150, -20.71334, 32.90917], [26.46744, -20.26263, 34.46312], [26.80857, -18.89365, 31.32274], [26.72499, -17.21031, 31.83518], [25.47809, -18.29424, 32.43324]], "total_energy_ev": -62895.3182, "max_force_ev_per_a": 2.33, "lumo_energy_ev": 0.22, "gap_ev": 8.8875}